Record 1
Density functional theory data (the ωB97M-V functional and the def2-TZVPD basis) for the molecule C8H12O2S in a non-equilibrium geometry.

The largest force on an atom is 5.18 eV/A. Its LUMO energy is 0.6768 eV. The value obtained for the relative energy (zero: lowest compared OMol25 entry of this formula, charge and spin) is 0.0 kcal per mole. As for the net charge: 0. The calculation puts the HOMO energy at -8.559 eV.

Each line ends with the natural charge from an NBO analysis.
CARTESIAN COORDINATES (ANGSTROEM)
C 1.41 1.78 0.38  -0.62
C -0.09 1.94 0.15  -0.42
C -0.82 0.62 0.32  0.15
O -2.13 0.82 -0.09  -0.72
C -0.79 0.20 1.90  0.39
O -1.35 0.67 2.88  -0.54
S 0.36 -1.08 2.05  0.27
C 0.31 -1.53 0.32  -0.13
C 0.92 -2.84 -0.14  -0.66
C -0.31 -0.59 -0.39  -0.03
C -0.58 -0.59 -1.85  -0.66
H 1.73 0.83 -0.11  0.21
H 1.72 1.74 1.51  0.22
H 1.93 2.68 -0.12  0.22
H -0.20 2.37 -0.74  0.21
H -0.42 2.71 0.88  0.22
H -2.67 1.33 0.52  0.49
H 1.02 -2.77 -1.32  0.23
H 0.15 -3.66 0.12  0.23
H 1.82 -3.25 0.34  0.24
H -1.58 -0.09 -1.98  0.26
H -0.50 -1.60 -2.28  0.23
H 0.07 0.30 -2.34  0.22

---

Record 2
Density functional theory data (the ωB97M-V functional and the def2-TZVPD basis) for the molecule C8H12O2SSi in a non-equilibrium geometry.

The largest force on an atom is 4.43 eV/A. Its LUMO energy is 0.4157 eV. The value obtained for the relative energy (zero: lowest compared OMol25 entry of this formula, charge and spin) is 0.0 kcal per mole. As for the net charge: 0. The calculation puts the HOMO energy at -9.697 eV.

Each line ends with the natural charge from an NBO analysis.
CARTESIAN COORDINATES (ANGSTROEM)
C -3.38 -0.27 1.04  -0.18
C -3.05 0.49 0.02  -0.23
C -2.55 -1.34 1.33  -0.22
C -2.05 0.25 -0.85  -0.18
C -1.55 -1.63 0.48  -0.18
C -1.30 -0.95 -0.75  -0.52
C 1.11 0.77 1.15  -0.64
C 2.58 0.46 0.80  -0.61
O 3.98 -1.39 -0.37  -0.90
O 1.52 -1.21 -0.89  -1.16
Si 0.16 -1.36 -1.78  1.48
S 2.71 -1.35 0.38  1.54
H -4.21 0.08 1.73  0.22
H -3.70 1.30 -0.07  0.21
H -2.74 -1.94 2.17  0.21
H -1.89 0.94 -1.67  0.21
H -0.94 -2.61 0.65  0.21
H 0.92 1.76 1.45  0.22
H 0.40 0.53 0.41  0.23
H 0.77 0.21 2.02  0.21
H 3.33 0.83 1.56  0.24
H 2.90 1.06 -0.01  0.24
H 0.29 -0.74 -3.21  -0.17
H 0.07 -2.80 -1.96  -0.23

---

Record 3
Density functional theory data (the ωB97M-V functional and the def2-TZVPD basis) for the molecule C8H12O3S in a non-equilibrium geometry.

The largest force on an atom is 4.84 eV/A. Its LUMO energy is 0.3789 eV. The value obtained for the relative energy (zero: lowest compared OMol25 entry of this formula, charge and spin) is 28.7 kcal per mole. As for the net charge: 0. The calculation puts the HOMO energy at -7.734 eV.

Each line ends with the natural charge from an NBO analysis.
CARTESIAN COORDINATES (ANGSTROEM)
C -0.08 -1.27 1.65  -0.60
C 0.72 -0.65 0.44  -0.05
C 1.90 0.21 0.86  -0.60
C 1.27 -1.78 -0.38  -0.63
C -0.24 0.11 -0.44  -0.12
C -0.73 -0.10 -1.66  0.13
O -0.36 -1.10 -2.62  -0.71
S -2.09 0.85 -2.22  0.28
C -1.91 1.89 -0.75  0.07
O -2.69 2.95 -0.62  -0.69
C -0.91 1.53 0.09  0.20
O -0.58 2.24 1.20  -0.69
H -0.87 -1.86 1.26  0.21
H 0.57 -1.89 2.26  0.21
H -0.56 -0.51 2.34  0.22
H 1.47 0.76 1.60  0.22
H 2.61 -0.46 1.17  0.21
H 2.12 1.00 0.02  0.22
H 1.68 -2.53 0.28  0.22
H 0.52 -2.32 -0.87  0.21
H 2.02 -1.60 -1.12  0.21
H 0.52 -1.50 -2.38  0.49
H -3.53 2.88 -1.14  0.50
H -0.86 3.16 1.06  0.49

---

Record 4
Density functional theory data (the ωB97M-V functional and the def2-TZVPD basis) for the molecule C8H12S in a non-equilibrium geometry.

The largest force on an atom is 4.45 eV/A. Its LUMO energy is 0.1286 eV. The value obtained for the relative energy (zero: lowest compared OMol25 entry of this formula, charge and spin) is 98.5 kcal per mole. As for the net charge: 0. The calculation puts the HOMO energy at -8.130 eV.

Each line ends with the natural charge from an NBO analysis.
CARTESIAN COORDINATES (ANGSTROEM)
C 2.02 -1.35 -0.95  -0.61
C 1.06 -1.26 0.27  -0.40
C 1.20 0.00 1.14  -0.47
C 0.65 1.18 0.38  -0.08
S 1.51 2.72 0.21  0.06
C -0.70 1.24 -0.02  -0.30
C -1.92 0.46 0.06  0.01
C -2.75 -0.46 0.53  -0.19
C -3.33 0.50 -0.50  -0.45
H 1.90 -0.54 -1.61  0.20
H 1.74 -2.28 -1.64  0.21
H 3.09 -1.54 -0.72  0.21
H 1.43 -2.14 0.88  0.21
H 0.01 -1.34 -0.02  0.22
H 2.24 0.15 1.63  0.23
H 0.46 -0.10 2.08  0.24
H 2.66 2.14 -0.20  0.12
H -0.90 2.14 -0.64  0.22
H -3.20 -1.28 0.95  0.23
H -3.30 0.28 -1.61  0.18
H -3.89 1.48 -0.22  0.18

---

Record 5
Density functional theory data (the ωB97M-V functional and the def2-TZVPD basis) for a structure of composition C8H13AlCl16NO.

The largest force on an atom is 0.96 eV/A. Its LUMO energy is 1.7658 eV. As for the net charge: -1. The calculation puts the HOMO energy at -4.258 eV.

Each line ends with the natural charge from an NBO analysis.
CARTESIAN COORDINATES (ANGSTROEM)
C -4.98 1.95 -2.35  -0.23
O -3.90 1.79 -3.21  -0.58
C -3.01 0.71 -2.81  -0.59
Al -2.66 0.41 -0.81  1.32
C -4.23 -0.30 0.26  -1.23
C -1.88 2.10 0.07  -0.75
N -0.42 2.16 -0.24  -0.87
H -5.46 1.00 -2.10  0.17
H -5.73 2.56 -2.86  0.16
H -4.70 2.48 -1.43  0.16
H -3.29 -0.22 -3.31  0.15
H -2.04 0.98 -3.24  0.18
H -1.51 -0.72 -0.73  -0.45
H -4.69 -1.20 -0.17  0.20
H -3.92 -0.56 1.27  0.20
H -4.98 0.49 0.36  0.19
H -2.04 2.10 1.16  0.16
H -2.37 2.96 -0.40  0.18
H 0.04 1.42 0.29  0.34
H -0.03 3.06 0.02  0.33
C 3.78 2.06 0.90  -0.22
Cl 3.51 1.78 -0.82  0.08
Cl 2.84 0.93 1.86  0.07
Cl 5.50 1.85 1.27  0.03
Cl 3.29 3.71 1.32  0.04
C 2.03 -2.05 -0.99  -0.22
Cl 1.85 -2.82 -2.58  0.04
Cl 1.17 -0.52 -0.98  0.13
Cl 1.34 -3.12 0.25  0.04
Cl 3.76 -1.80 -0.66  0.02
C 4.59 -6.09 -1.95  -0.23
Cl 3.43 -5.22 -0.95  0.08
Cl 5.09 -5.05 -3.29  0.05
Cl 6.01 -6.52 -0.98  0.04
Cl 3.85 -7.56 -2.60  0.04
C 1.95 1.45 6.08  -0.23
Cl 0.73 2.29 7.05  0.05
Cl 2.39 2.44 4.69  0.07
Cl 3.39 1.16 7.08  0.04
Cl 1.30 -0.09 5.52  0.06

---

Record 6
Density functional theory data (the ωB97M-V functional and the def2-TZVPD basis) for a structure of composition C8H13AlNO3 in a non-equilibrium geometry.

The largest force on an atom is 3.90 eV/A. Its LUMO energy is -17.8392 eV. As for the net charge: +3. The calculation puts the HOMO energy at -20.892 eV.

Each line ends with the natural charge from an NBO analysis.
CARTESIAN COORDINATES (ANGSTROEM)
O -0.72 0.76 3.05  -0.39
C -1.70 0.77 2.36  0.78
O -2.52 1.83 2.24  -0.74
C -2.01 -0.42 1.47  -0.53
C -1.68 0.01 0.03  -0.34
C -0.65 -0.99 -0.61  -0.47
C 0.77 -0.51 -0.43  -0.07
C 1.22 0.27 -1.68  -0.41
C 2.71 0.52 -1.32  -0.28
N 3.13 -0.79 -0.93  -0.25
C 2.00 -1.66 -0.56  0.72
O 1.92 -2.77 -0.39  -0.09
H -3.39 1.68 2.66  0.56
H -1.42 -1.26 1.80  0.26
H -3.06 -0.68 1.54  0.30
H -2.56 0.11 -0.61  0.29
H -1.27 1.07 0.17  0.06
H -0.82 -1.95 -0.12  0.32
H -0.89 -1.09 -1.66  0.27
H 0.85 -0.02 0.54  0.29
H 0.59 1.13 -1.89  0.28
H 1.27 -0.33 -2.59  0.29
H 3.32 0.95 -2.13  0.38
H 2.71 1.19 -0.46  0.25
H 3.71 -0.75 -0.07  0.47
Al -1.52 2.94 -0.42  1.03

---

Record 7
Density functional theory data (the ωB97M-V functional and the def2-TZVPD basis) for the ion C8H13BNO3 with charge -1 in a non-equilibrium geometry.

The largest force on an atom is 4.58 eV/A. Its LUMO energy (alpha / beta) is 2.6431 / 3.2841 eV. The value obtained for the relative energy (zero: lowest compared OMol25 entry of this formula, charge and spin) is 60.8 kcal per mole. As for the net charge: -1. The calculation puts the HOMO energy (alpha / beta) at -2.806 / -4.479 eV.

Each line ends with the natural charge from an NBO analysis.
CARTESIAN COORDINATES (ANGSTROEM)
B 0.76 2.23 0.24  0.94
C -3.51 0.81 0.10  0.70
C -1.20 -2.04 0.78  -0.40
C 0.31 -1.55 0.72  -0.42
C -0.78 -0.57 -1.18  -0.42
C -2.55 -0.07 0.76  -0.20
C -1.90 -1.08 -0.18  -0.27
C 0.37 -0.34 -0.25  -0.09
C 2.29 2.47 -0.28  -0.96
N 0.47 0.90 0.41  -0.56
O -4.58 0.48 -0.37  -0.72
O -2.88 1.90 0.25  -0.73
O 0.08 3.36 0.51  -0.87
H -1.40 -3.02 0.38  0.19
H -1.53 -2.06 1.75  0.20
H 0.59 -1.16 1.79  0.21
H 1.10 -2.20 0.40  0.20
H -0.78 -1.51 -1.88  0.20
H -1.26 0.31 -1.66  0.25
H -2.04 0.01 1.65  0.17
H -2.62 -1.66 -0.67  0.21
H 1.31 -0.20 -0.93  0.23
H 2.77 3.52 -0.22  0.21
H 2.55 2.42 -1.40  0.21
H 3.13 1.92 0.09  0.21
H -0.81 3.08 0.87  0.52

---

Record 8
Density functional theory data (the ωB97M-V functional and the def2-TZVPD basis) for the molecule C8H13BO4 in a non-equilibrium geometry.

The largest force on an atom is 5.80 eV/A. Its LUMO energy is 0.2653 eV. The value obtained for the relative energy (zero: lowest compared OMol25 entry of this formula, charge and spin) is 88.0 kcal per mole. As for the net charge: 0. The calculation puts the HOMO energy at -7.112 eV.

Each line ends with the natural charge from an NBO analysis.
CARTESIAN COORDINATES (ANGSTROEM)
C -0.36 -1.07 2.04  -0.26
O -0.72 0.17 1.39  -0.51
C -1.44 -0.03 0.22  0.65
C -1.60 0.95 -0.69  -0.46
C -1.04 2.29 -0.57  -0.19
C 0.19 2.59 -0.16  -0.25
C 1.18 1.63 0.15  -0.14
C 1.37 0.53 -0.53  -0.54
B 2.64 -0.43 -0.27  1.06
O 2.57 -1.66 -0.59  -0.87
O 3.67 0.17 0.38  -0.87
O -1.78 -1.34 -0.02  -0.53
C -2.61 -1.68 -1.13  -0.24
H 0.01 -1.77 1.35  0.21
H -1.06 -1.24 2.81  0.19
H 0.60 -0.82 2.64  0.18
H -2.20 0.84 -1.56  0.21
H -1.61 2.84 -1.26  0.20
H 0.53 3.57 0.03  0.21
H 1.71 1.79 1.11  0.19
H 0.65 0.62 -1.31  0.22
H 3.29 -2.26 -0.35  0.49
H 4.45 -0.28 0.34  0.47
H -2.71 -2.75 -1.11  0.19
H -2.14 -1.38 -2.02  0.19
H -3.57 -1.29 -0.90  0.19

---

For the records above, the corresponding energy values read -860.64364, -1150.14681, -935.84972, -710.04746, -8048.06200, -834.12652, -617.92721, -638.39110 a.u..